2 unconnected molecules or ions with the total composition C10H13NO. Source: the OMol25 dataset; level of theory: wB97M-V/def2-TZVPD.

- Energy: -14115.94182 eV
- Total charge: 0
- Multiplicity: 1
- SMILES string: Cc1c[nH]c2ccccc12.CO
- Kohn-Sham gap: 8.43 eV
- Highest occupied orbital energy: -7.7813 eV

XYZ file:
```
25
C10H13NO wB97M-V/def2-TZVPD
C 0.41 1.17 4.06
C -0.18 0.44 2.89
C -0.98 -0.71 2.76
N -1.29 -0.89 1.41
C -0.75 -0.01 0.56
C -0.89 0.06 -0.73
C -0.20 1.14 -1.44
C 0.44 2.07 -0.58
C 0.72 1.88 0.77
C 0.01 0.83 1.41
H 0.79 2.13 3.76
H 1.40 0.81 4.43
H -0.21 1.39 4.92
H -1.23 -1.53 3.45
H -1.83 -1.67 1.02
H -1.36 -0.77 -1.19
H -0.29 1.01 -2.58
H 0.98 2.88 -1.09
H 1.58 2.30 1.33
C 0.65 -1.74 -4.17
O 0.19 -2.99 -4.70
H 1.33 -1.50 -5.06
H 1.19 -1.74 -3.32
H -0.18 -1.05 -3.87
H -0.31 -3.53 -4.02
```